Below is a structure of composition C30H46AsIN4O5Si3Y in a non-equilibrium geometry, with properties calculated with ωB97M-V/def2-TZVPD.

Calculated values
- Gap between HOMO and LUMO: 7.99 eV
- Lowest unoccupied orbital energy: -2.54 eV
- Relative energy (zero: lowest compared OMol25 entry of this formula, charge and spin): 9.6 kJ/mol
- Electronic energy: -5206.31221 hartree
- Highest occupied orbital energy: -0.387 Eh

Geometry as ORCA input:
```
! wB97M-V def2-TZVPD RIJCOSX def2/J DEFGRID3
* xyz 1 1
Y 0.4850 -0.3494 -0.3215
C 0.7575 0.5293 3.0749
N 0.1224 -0.2918 2.0299
C -0.7526 -1.1910 2.3434
C -1.3970 -2.0057 1.3628
C -2.3389 -2.9981 1.5727
C -2.6431 -3.5306 0.3073
C -1.8714 -2.8351 -0.6051
N -1.1037 -1.8933 0.0054
C 0.7038 -0.0334 4.4693
C 1.4877 -1.1370 4.8022
C 1.4316 -1.6860 6.0727
C 0.5876 -1.1310 7.0296
C -0.1958 -0.0338 6.7084
C -0.1387 0.5106 5.4293
H 0.2905 1.5175 3.0581
H 1.7946 0.6746 2.7731
H -1.0242 -1.3740 3.3836
H -2.7425 -3.3034 2.5293
H -3.3346 -4.3295 0.0851
H -1.8218 -2.9747 -1.6757
H 2.1417 -1.5734 4.0520
H 2.0448 -2.5443 6.3222
H 0.5450 -1.5551 8.0258
H -0.8543 0.4009 7.4515
H -0.7546 1.3691 5.1784
N 4.8902 -0.4929 0.6726
C 3.7156 -1.1049 0.7457
O 2.6592 -0.5029 0.4941
C 3.6729 -2.5394 1.2011
I 4.8045 -3.8372 -0.0368
H 4.9277 0.4589 0.3487
H 5.7446 -1.0130 0.7722
H 2.6498 -2.8971 1.1890
H 4.0819 -2.6216 2.2050
C -2.6988 2.1574 1.8601
Si -1.8280 3.3594 0.7338
C -0.4598 4.2501 1.6347
C -3.0109 4.5690 -0.0306
As -0.7977 2.0396 -0.9009
Si 0.7380 3.3539 -2.1425
C 2.2989 3.3834 -1.1216
C 0.0426 5.0683 -2.3704
C 1.0204 2.5341 -3.7836
Si -2.4192 1.3435 -2.5001
C -2.9499 2.8081 -3.5187
C -3.8201 0.5860 -1.5411
C -1.5894 0.0551 -3.5618
H -3.0656 2.6881 2.7470
H -2.0243 1.3639 2.1959
H -3.5572 1.6809 1.3781
H -0.8951 4.7672 2.4981
H 0.0212 5.0076 1.0110
H 0.3161 3.5745 2.0076
H -3.4707 5.1477 0.7799
H -3.8195 4.0761 -0.5795
H -2.5144 5.2736 -0.7030
H 2.1606 3.8513 -0.1434
H 3.0684 3.9484 -1.6600
H 2.6914 2.3734 -0.9655
H 0.0967 5.6672 -1.4574
H -0.9972 5.0581 -2.7074
H 0.6332 5.5808 -3.1389
H 1.4409 1.5281 -3.7128
H 1.7266 3.1657 -4.3364
H 0.1081 2.4711 -4.3849
H -3.6738 3.4344 -2.9893
H -3.4335 2.4360 -4.4301
H -2.1153 3.4415 -3.8300
H -4.4455 1.3409 -1.0561
H -3.4743 -0.1240 -0.7856
H -4.4545 0.0328 -2.2439
H -0.6329 0.3634 -3.9909
H -2.2706 -0.1791 -4.3879
H -1.4264 -0.8782 -3.0129
O 2.0035 -1.1646 -4.2570
C 1.6774 -1.5977 -3.1772
O 1.4224 -0.8509 -2.1255
C 1.4950 -3.0747 -2.9303
C 1.4282 -3.9476 -4.0113
C 1.2192 -5.3048 -3.8115
C 1.0802 -5.8150 -2.5266
C 1.1731 -4.9314 -1.4693
C 1.3792 -3.5809 -1.6451
N 1.0494 -5.4384 -0.0826
O 0.7091 -6.5904 0.0699
O 1.2144 -4.6385 0.8305
H 1.5370 -3.5415 -5.0097
H 1.1623 -5.9758 -4.6593
H 0.9113 -6.8656 -2.3398
H 1.4544 -2.9628 -0.7703
*
```


Below is a structure of composition C23H21N4O2PdS2Se2 in a non-equilibrium geometry, with properties calculated with ωB97M-V/def2-TZVPD.

Calculated values
- Gap between HOMO and LUMO (spin up / spin down): 4.68 / 4.68 eV
- Lowest unoccupied orbital energy (spin up / spin down): -12.03 / -12.03 eV
- Relative energy (zero: lowest compared OMol25 entry of this formula, charge and spin): 0.0 kJ/mol
- Electronic energy: -6984.61675 hartree
- Highest occupied orbital energy (spin up / spin down): -0.614 / -0.614 Eh

Geometry as ORCA input:
```
! wB97M-V def2-TZVPD RIJCOSX def2/J DEFGRID3
* xyz 3 1
Pd -0.8181 -0.5714 -0.6479
O 5.5746 -0.1040 3.2399
N 5.1622 -0.5310 2.1965
O 5.8144 -1.0977 1.3456
C 3.7085 -0.4005 1.9414
C 2.9279 -0.2294 3.0202
C 1.4973 -0.1856 2.8782
C 0.6089 -0.0446 3.9586
C -0.7456 -0.0343 3.7215
C -1.2098 -0.1754 2.4132
N -0.3824 -0.3102 1.3802
C 0.9548 -0.3169 1.6073
C 1.7970 -0.4484 0.4684
N 1.1667 -0.5227 -0.7409
C 1.8966 -0.6371 -1.8491
C 3.2893 -0.6526 -1.8032
C 3.9392 -0.5797 -0.5974
C 3.1825 -0.4928 0.5937
H 3.3872 -0.1459 3.9974
H 0.9966 0.0542 4.9655
H -1.4574 0.0739 4.5278
H -2.2725 -0.1541 2.2069
H 1.3677 -0.6927 -2.7867
H 3.8474 -0.7210 -2.7267
H 5.0173 -0.5973 -0.5528
S -1.0758 -0.1377 -2.9405
C -0.9516 1.4850 -2.4059
N -0.8811 1.6460 -1.0944
C -0.7148 2.9668 -0.7538
C -0.6035 3.4865 0.5504
C -0.4492 4.8366 0.6822
C -0.4025 5.6864 -0.4566
C -0.5164 5.1950 -1.7389
C -0.6834 3.8214 -1.8810
S -0.8576 2.9036 -3.3427
H -0.6478 2.8271 1.4071
H -0.3646 5.2795 1.6653
H -0.2761 6.7505 -0.3073
H -0.4816 5.8550 -2.5948
C -4.0815 -0.8373 -2.0741
Se -3.2055 -0.6504 -0.3584
C -3.3841 -2.4811 0.2832
C -2.6557 -3.4577 -0.6026
Se -0.7630 -3.0836 -0.5075
C -0.1528 -4.1001 -2.0467
H -5.1094 -1.1078 -1.8331
H -3.6010 -1.5856 -2.6946
H -4.0527 0.1365 -2.5541
H -4.4544 -2.6924 0.3181
H -3.0158 -2.4712 1.3093
H -2.9687 -3.3981 -1.6425
H -2.7926 -4.4869 -0.2651
H -0.8697 -4.0366 -2.8601
H -0.0548 -5.1158 -1.6677
H 0.8176 -3.7165 -2.3506
*
```


Below is a cluster of 4 separate species, C12H24O12 in total in a non-equilibrium geometry, with properties calculated with ωB97M-V/def2-TZVPD.

Calculated values
- Gap between HOMO and LUMO: 11.01 eV
- SMILES: COC(=O)OC.COC(=O)OC.COC(=O)OC.COC(=O)OC
- Lowest unoccupied orbital energy: 0.63 eV
- Relative energy (zero: lowest compared OMol25 entry of this formula, charge and spin): 717.9 kJ/mol
- Electronic energy: -1374.27514 hartree
- Highest occupied orbital energy: -0.382 Eh

Geometry as ORCA input:
```
! wB97M-V def2-TZVPD RIJCOSX def2/J DEFGRID3
* xyz 0 1
C 14.3270 12.2280 20.9050
O 15.6790 11.8100 20.6890
C 16.6400 12.7010 20.7710
O 16.5100 13.9150 20.9380
O 17.8350 12.1480 20.5980
C 19.0810 12.7400 20.9460
H 14.1540 12.5440 21.9240
H 13.6980 11.5770 20.6370
H 14.3220 12.8960 20.0430
H 18.9340 13.7770 20.8730
H 19.8360 12.4760 20.2560
H 19.4240 12.3970 21.8740
C 16.5780 10.8410 12.6250
O 16.5350 11.7410 13.7610
C 16.5110 11.2860 15.0150
O 16.8190 10.2460 15.3660
O 16.1280 12.2260 15.8380
C 15.9190 11.9420 17.2300
H 17.6690 10.6660 12.4790
H 16.1630 11.3590 11.8280
H 16.2360 9.7810 12.7320
H 16.4070 12.7070 17.9130
H 16.5420 10.9630 17.5660
H 15.1040 11.8410 17.4890
C 21.3940 21.9200 16.3230
O 20.5820 20.9220 15.7470
C 21.1000 19.7170 15.2560
O 22.2250 19.5380 15.4750
O 20.2620 18.8460 14.6870
C 20.7850 17.6120 14.1380
H 21.9460 22.5220 15.4760
H 22.0260 21.2830 16.9480
H 20.9770 22.8120 16.6400
H 21.8490 17.6070 14.3830
H 20.5830 17.5840 13.1660
H 20.5380 16.8560 14.7350
C 19.5020 13.5240 15.2390
O 20.6270 12.6430 15.3240
C 20.9490 12.0780 16.4480
O 20.7120 12.6790 17.4760
O 21.6610 11.0450 16.3220
C 22.1220 10.4010 17.4860
H 18.8520 13.4040 14.3210
H 20.1300 14.4060 15.0270
H 18.8360 13.4990 16.1470
H 21.2210 9.9180 18.0290
H 22.5630 10.9510 18.1520
H 22.6210 9.5090 17.3890
*
```


Below is a structure of composition C2HO3S in a non-equilibrium geometry, with properties calculated with ωB97M-V/def2-TZVPD.

Calculated values
- Gap between HOMO and LUMO (spin up / spin down): 7.10 / 7.09 eV
- Lowest unoccupied orbital energy (spin up / spin down): 3.42 / 3.42 eV
- Relative energy (zero: lowest compared OMol25 entry of this formula, charge and spin): 502.2 kJ/mol
- Electronic energy: -700.60890 hartree
- Highest occupied orbital energy (spin up / spin down): -0.135 / -0.135 Eh

Geometry as ORCA input:
```
! wB97M-V def2-TZVPD RIJCOSX def2/J DEFGRID3
* xyz -1 1
C -0.0523 0.1715 0.9779
C -2.8073 -1.0696 -0.4578
O -3.5045 -1.2250 0.4695
O -1.4065 0.9598 -1.5036
O -2.4011 1.4731 0.6559
S -1.3569 0.6523 -0.0296
H 0.3521 -0.5808 0.3185
*
```


Below is the molecule C8H20N2, with properties calculated with ωB97M-V/def2-TZVPD.

Calculated values
- Gap between HOMO and LUMO: 9.61 eV
- SMILES: CC(C)[C@@H](C)NC[C@@H](C)N
- Lowest unoccupied orbital energy: 1.09 eV
- Relative energy (zero: lowest compared OMol25 entry of this formula, charge and spin): 33.6 kJ/mol
- Electronic energy: -426.31112 hartree
- Highest occupied orbital energy: -0.313 Eh

Geometry as ORCA input:
```
! wB97M-V def2-TZVPD RIJCOSX def2/J DEFGRID3
* xyz 0 1
C -1.1035 -0.6462 -0.6135
C 1.7113 -0.5112 0.7448
C -1.7593 0.6673 -0.0564
C 1.2762 0.1217 -0.5857
C -2.0380 -1.3351 -1.6119
C 2.9314 -1.4113 0.5359
C -1.2952 2.0088 -0.6388
C -1.6223 0.7176 1.4656
N 0.2003 -0.5906 -1.2514
N 1.9285 0.5684 1.7036
H 0.0965 -0.2053 -2.1837
H -0.9982 -1.3205 0.2448
H 0.8952 -1.1202 1.1418
H -2.8273 0.5761 -0.2866
H 2.6878 1.1625 1.3839
H 2.2036 0.1874 2.6032
H 2.1248 0.1139 -1.2777
H 1.0353 1.1694 -0.3769
H -1.5962 -2.2783 -1.9318
H -2.1869 -0.7087 -2.4904
H -3.0072 -1.5375 -1.1594
H 2.6971 -2.1788 -0.1963
H 3.7759 -0.8269 0.1720
H 3.2221 -1.8948 1.4678
H -2.1041 2.7328 -0.5607
H -0.5720 0.7881 1.7504
H -1.0261 1.9245 -1.6897
H -0.4500 2.4093 -0.0863
H -2.0529 -0.1728 1.9216
H -2.1463 1.5901 1.8619
*
```


Below is the molecule C6H7N in a non-equilibrium geometry, with properties calculated with ωB97M-V/def2-TZVPD.

Calculated values
- Gap between HOMO and LUMO: 9.89 eV
- SMILES: [H]/N=C1/C[C@]1(C)C#C
- Lowest unoccupied orbital energy: 0.93 eV
- Relative energy (zero: lowest compared OMol25 entry of this formula, charge and spin): 440.4 kJ/mol
- Electronic energy: -287.41949 hartree
- Highest occupied orbital energy: -0.329 Eh

Geometry as ORCA input:
```
! wB97M-V def2-TZVPD RIJCOSX def2/J DEFGRID3
* xyz 0 1
C -2.3902 -1.2234 -0.1411
C -1.3600 -0.6839 0.0781
C 1.3077 -0.5788 -0.0029
C 0.9309 -0.1376 1.2573
C -0.1045 0.0301 0.1125
C -0.2499 1.4726 -0.5459
N 2.3007 -0.9375 -0.6579
H -3.3631 -1.7991 0.0039
H 0.4967 -0.9646 1.8587
H 1.2548 0.6693 1.7916
H 0.6516 2.1123 -0.6814
H -0.8889 1.9516 0.1227
H -0.6789 1.2591 -1.5186
H 2.0932 -1.1701 -1.6769
*
```